This record from the OMol25 dataset describes a structure of composition C38H43BiN2O7SSi3 in a non-equilibrium geometry. The level of theory is the ωB97M-V functional and the def2-TZVPD basis.

## Properties
Net charge: -2
Molar mass in g/mol: 965.07
Electronic energy in eV: -97731.066
E_HOMO in eV: -2.517
Energy above the lowest of the compared OMol25 structures with the same formula, charge and spin in kcal/mol: 3.9
Orbital gap in Eh: 0.246
LUMO level in hartree: 0.153

XYZ file:
```
95
C38H43BiN2O7SSi3, DFT the ωB97M-V functional and the def2-TZVPD basis
Bi 0.772 0.728 -0.402
O -0.865 -0.273 3.637
C -0.364 0.300 2.673
O 0.054 -0.272 1.595
C -0.167 1.806 2.749
C -0.568 2.536 3.853
C -0.238 3.884 3.893
C 0.496 4.437 2.856
C 0.879 3.629 1.789
N 0.520 2.347 1.748
C 1.864 4.157 0.719
O 2.147 5.364 0.822
O 2.379 3.260 0.007
H -1.106 2.034 4.646
H -0.535 4.493 4.739
H 0.814 5.470 2.842
C 1.243 -3.403 -1.599
Si 2.207 -2.766 -0.114
C 1.320 -3.133 1.487
C 3.727 -3.911 -0.076
C 2.634 -0.979 -0.440
C 2.862 -0.812 -1.902
C 3.974 -1.297 -2.615
C 4.046 -1.125 -3.981
C 3.031 -0.437 -4.644
C 1.983 0.046 -3.889
N 1.898 -0.151 -2.569
Si 4.005 -0.205 0.581
C 3.341 0.496 2.184
C 4.809 1.188 -0.384
C 5.402 -1.377 1.103
H 0.386 -2.756 -1.803
H 0.870 -4.417 -1.423
H 1.871 -3.417 -2.498
H 1.356 -4.211 1.691
H 0.279 -2.808 1.458
H 1.791 -2.604 2.325
H 3.401 -4.948 -0.223
H 4.239 -3.854 0.888
H 4.456 -3.675 -0.860
H 4.761 -1.811 -2.073
H 4.885 -1.523 -4.541
H 3.063 -0.274 -5.713
H 1.170 0.609 -4.339
H 2.883 1.470 1.978
H 4.145 0.639 2.915
H 2.577 -0.154 2.627
H 4.084 2.006 -0.497
H 5.147 0.877 -1.378
H 5.673 1.581 0.164
H 5.049 -2.095 1.852
H 6.203 -0.784 1.560
H 5.831 -1.942 0.268
C -3.057 -1.760 -5.229
C -1.690 -1.809 -4.994
C -1.190 -1.490 -3.734
C -2.034 -1.128 -2.682
C -3.407 -1.080 -2.945
C -3.916 -1.391 -4.197
Si -1.444 -0.674 -0.925
C -2.059 -2.168 0.102
C -2.643 -1.922 1.348
C -3.138 -2.953 2.136
C -3.067 -4.268 1.690
C -2.505 -4.537 0.448
C -2.011 -3.497 -0.331
H -3.450 -1.996 -6.211
H -1.012 -2.092 -5.792
H -0.119 -1.526 -3.572
H -4.085 -0.778 -2.151
H -4.984 -1.332 -4.377
H -2.472 0.292 -0.489
H -2.700 -0.903 1.718
H -3.571 -2.731 3.105
H -3.451 -5.075 2.305
H -2.452 -5.559 0.086
H -1.600 -3.724 -1.308
C -4.783 3.628 3.951
C -4.213 3.572 2.555
C -3.208 4.447 2.157
C -2.628 4.347 0.899
C -3.071 3.374 0.014
C -4.102 2.518 0.380
C -4.660 2.615 1.647
S -2.282 3.232 -1.584
O -3.193 2.440 -2.393
O -2.089 4.603 -2.014
O -1.016 2.536 -1.288
H -4.379 4.476 4.506
H -4.533 2.715 4.500
H -5.873 3.716 3.936
H -2.858 5.205 2.850
H -1.834 5.018 0.588
H -4.456 1.786 -0.335
H -5.446 1.925 1.942
```

Results of the Mulliken charge analysis, in e, for atoms 1 through 6:
1. Bi 1.086
2. O -0.785
3. C -0.397
4. O -0.415
5. C -0.032
6. C -0.453

---

This record from the OMol25 dataset describes the molecule C6H12O in a non-equilibrium geometry. The level of theory is the ωB97M-V functional and the def2-TZVPD basis.

## Properties
Net charge: 0
Molar mass in g/mol: 100.16
Electronic energy in eV: -8461.288
E_HOMO in eV: -7.827
Energy above the lowest of the compared OMol25 structures with the same formula, charge and spin in kcal/mol: 70.7
SMILES: CCO[C@H]1C[C@H]1C
Orbital gap in Eh: 0.331
LUMO level in hartree: 0.043

XYZ file:
```
19
C6H12O, DFT the ωB97M-V functional and the def2-TZVPD basis
C 2.822 0.194 0.570
C 1.688 0.522 -0.390
O 0.433 0.626 0.260
C -0.242 -0.566 0.501
C -1.496 -0.392 1.270
C -1.764 -0.675 -0.151
C -2.091 0.357 -1.172
H 2.643 -0.770 1.057
H 2.906 0.964 1.345
H 3.776 0.142 0.031
H 1.629 -0.229 -1.192
H 1.854 1.498 -0.858
H -0.137 -1.392 -0.197
H -1.663 0.652 1.531
H -1.785 -1.102 2.035
H -2.102 -1.700 -0.346
H -2.048 -0.062 -2.187
H -3.083 0.780 -1.008
H -1.340 1.153 -1.101
```

Results of the natural (NBO) charge analysis, in e, for atoms 1 through 6:
1. C -0.636
2. C -0.052
3. O -0.537
4. C 0.000
5. C -0.440
6. C -0.222

---

This record from the OMol25 dataset describes a structure of composition C9H18Br2ClLi2NO5S2 in a non-equilibrium geometry. The level of theory is the ωB97M-V functional and the def2-TZVPD basis.

## Properties
Net charge: 0
Molar mass in g/mol: 493.52
Electronic energy in eV: -196040.004
E_HOMO in eV: -7.044
Energy above the lowest of the compared OMol25 structures with the same formula, charge and spin in kcal/mol: 0.0
Orbital gap in Eh: 0.184
LUMO level in hartree: -0.075

XYZ file:
```
40
C9H18Br2ClLi2NO5S2, DFT the ωB97M-V functional and the def2-TZVPD basis
O 1.141 2.997 2.386
S 1.502 2.246 1.207
O 2.157 0.995 1.631
C 0.049 1.841 0.181
C -1.191 2.270 0.946
C -1.819 3.680 0.698
C -3.031 3.478 1.635
N -3.362 2.252 1.629
C -2.490 1.494 0.683
S -2.463 -0.293 0.803
H 2.351 3.047 0.490
H 0.170 2.315 -0.799
H 0.074 0.744 0.078
H -1.125 2.218 2.042
H -1.201 4.554 0.920
H -2.195 3.808 -0.331
H -3.521 4.288 2.232
H -4.100 1.810 2.172
H -2.900 1.821 -0.286
H -3.392 -0.527 1.835
Br -1.641 -0.526 -1.668
Li 1.009 0.188 3.083
C 0.322 -3.597 -3.207
C 0.853 -2.887 -1.981
O 1.955 -3.603 -1.384
C 3.111 -3.537 -2.034
O 3.330 -2.931 -3.053
O 4.008 -4.275 -1.364
C 5.277 -4.370 -2.007
H 0.050 -4.626 -2.964
H -0.553 -3.077 -3.597
H 1.074 -3.643 -3.996
H 0.073 -2.845 -1.225
H 1.142 -1.861 -2.203
H 5.689 -3.383 -2.213
H 5.188 -4.944 -2.929
H 5.945 -4.895 -1.329
Br -5.297 4.296 3.332
Li -6.581 5.646 4.855
Cl 0.393 -0.168 5.732
```

Results of the natural (NBO) charge analysis, in e, for atoms 1 through 6:
1. O -0.932
2. S 1.948
3. O -0.998
4. C -0.660
5. C -0.248
6. C -0.483

---

This record from the OMol25 dataset describes a structure of composition C13H4BrF5NO4Pd in a non-equilibrium geometry. The level of theory is the ωB97M-V functional and the def2-TZVPD basis.

## Properties
Net charge: -1
Molar mass in g/mol: 519.49
Electronic energy in eV: -110336.813
E_HOMO in eV: -3.188
Energy above the lowest of the compared OMol25 structures with the same formula, charge and spin in kcal/mol: 18.7
Orbital gap in Eh: 0.203
LUMO level in hartree: 0.086

XYZ file:
```
29
C13H4BrF5NO4Pd, DFT the ωB97M-V functional and the def2-TZVPD basis
Pd 0.611 -2.049 -0.683
O 3.401 -0.783 0.970
C 3.031 -1.454 0.095
O 2.803 -2.104 -0.849
C 1.949 -1.148 3.432
O 2.882 -1.405 4.077
O 1.019 -0.891 2.798
Br 3.837 4.667 -1.293
C 2.552 3.322 -0.915
C 1.318 3.659 -0.388
C 0.426 2.632 -0.135
C 0.803 1.325 -0.415
N 1.992 1.013 -0.923
C 2.853 1.994 -1.169
H 1.068 4.692 -0.186
H -0.554 2.836 0.273
H 0.147 0.476 -0.236
H 3.815 1.722 -1.589
F -1.501 -3.373 1.380
C -2.121 -2.529 0.514
C -1.396 -1.862 -0.460
C -2.173 -1.036 -1.254
F -1.603 -0.299 -2.249
C -3.542 -0.871 -1.119
F -4.240 -0.044 -1.927
C -4.210 -1.567 -0.132
F -5.542 -1.429 0.025
C -3.488 -2.407 0.695
F -4.138 -3.087 1.664
```

Results of the natural (NBO) charge analysis, in e, for atoms 1 through 6:
1. Pd -0.205
2. O -0.543
3. C 1.036
4. O -0.530
5. C 1.027
6. O -0.545

---

This record from the OMol25 dataset describes a structure of composition C3H9AgBrNaO4P in a non-equilibrium geometry. The level of theory is the ωB97M-V functional and the def2-TZVPD basis.

## Properties
Net charge: +2
Molar mass in g/mol: 350.84
Electronic energy in eV: -99177.261
E_HOMO (spin up / spin down) in eV: -13.845 / -13.845
Spin multiplicity: 2
Energy above the lowest of the compared OMol25 structures with the same formula, charge and spin in kcal/mol: 36.4
Orbital gap (spin up / spin down) in Eh: 0.154 / 0.141
LUMO level (spin up / spin down) in hartree: -0.355 / -0.368

XYZ file:
```
20
C3H9AgBrNaO4P, DFT the ωB97M-V functional and the def2-TZVPD basis
Na -2.952 -2.230 4.161
Ag 2.662 -7.250 5.947
Br 1.182 -2.885 5.903
C -0.554 2.076 -3.123
O -0.895 1.775 -1.764
P -0.673 0.275 -1.226
O -1.383 -0.816 -1.989
O 0.943 0.119 -1.237
C 1.578 -1.043 -0.683
O -1.014 0.382 0.332
C -0.700 1.516 1.188
H -0.188 3.089 -2.957
H -1.489 2.115 -3.682
H 0.149 1.455 -3.678
H 0.832 -1.721 -0.271
H 2.114 -0.724 0.211
H 2.223 -1.411 -1.482
H -0.453 0.927 2.072
H -1.515 2.207 1.404
H 0.132 2.145 0.873
```

Results of the natural (NBO) charge analysis, in e, for atoms 1 through 6:
1. Na 0.998
2. Ag 0.998
3. Br 0.002
4. C -0.261
5. O -0.810
6. P 2.544